A structure of composition C68H74BF3GeNOP3PdSi4Te at a distorted geometry. Source: the OMol25 dataset; level of theory: ωB97M-V/def2-TZVPD.

CARTESIAN COORDINATES (ANGSTROEM)
Pd  -0.93848  0.46263  -1.38691
F  2.94421  0.56702  -3.34939
Ge  1.11178  0.56197  -2.88924
C  1.05115  2.50988  -3.39053
C  2.18252  3.22786  -3.75975
C  2.07863  4.57655  -4.07263
C  0.84840  5.21817  -4.01328
C  -0.28932  4.50375  -3.67436
C  -0.18173  3.15353  -3.34616
P  -1.67887  2.12489  -3.17885
C  -2.89410  3.16286  -2.31100
C  -4.24987  2.84441  -2.42750
C  -5.19280  3.52011  -1.67318
C  -4.79210  4.49874  -0.77496
C  -3.44704  4.80738  -0.64343
C  -2.49804  4.14262  -1.40149
C  -2.13032  2.23372  -4.95476
C  -3.28005  2.85147  -5.43973
C  -3.51123  2.91443  -6.80639
C  -2.59266  2.38971  -7.70192
C  -1.43045  1.79882  -7.22467
C  -1.20588  1.71156  -5.86273
C  0.81518  -0.86410  -4.27347
C  1.73899  -1.04735  -5.30118
C  1.57595  -2.07120  -6.21848
C  0.48063  -2.92305  -6.12516
C  -0.45772  -2.73100  -5.12947
C  -0.30237  -1.69140  -4.20623
P  -1.62621  -1.43490  -2.96410
C  -3.08133  -1.12406  -4.03144
C  -4.36239  -1.12947  -3.47249
C  -5.47684  -0.86705  -4.25166
C  -5.33444  -0.59485  -5.60506
C  -4.06967  -0.58521  -6.16982
C  -2.95168  -0.84170  -5.39098
C  -1.80723  -3.18002  -2.44478
C  -2.92771  -3.96327  -2.70727
C  -2.94355  -5.30008  -2.33454
C  -1.85123  -5.86147  -1.69187
C  -0.72737  -5.08535  -1.43628
C  -0.70062  -3.75489  -1.81676
C  1.89535  0.02205  -1.07902
C  2.83338  -1.01188  -1.11435
C  3.79528  -1.11533  -0.12229
C  3.80605  -0.19214  0.92071
C  2.82033  0.79362  1.00096
C  1.84215  0.90173  0.00717
P  0.58829  2.27140  -0.06832
C  -0.40021  2.21918  1.47617
C  -0.74808  1.01861  2.08409
C  -1.64681  0.99281  3.14087
C  -2.20664  2.17314  3.60126
C  -1.86469  3.37715  3.00185
C  -0.97378  3.40215  1.94116
C  1.72156  3.66279  0.44365
C  2.08082  3.89112  1.77516
C  2.99542  4.88138  2.09535
C  3.55867  5.66540  1.09697
C  3.17996  5.47062  -0.22056
C  2.26529  4.47665  -0.54275
H  3.13501  2.71784  -3.80386
H  2.96246  5.12747  -4.36989
H  0.77063  6.27228  -4.24686
H  -1.26016  4.98499  -3.67539
H  -4.55296  2.03393  -3.07983
H  -6.24009  3.26613  -1.77296
H  -5.52704  5.00315  -0.16165
H  -3.13352  5.56307  0.06558
H  -1.44575  4.37188  -1.28045
H  -3.98486  3.31476  -4.76644
H  -4.41157  3.39372  -7.16922
H  -2.77444  2.45623  -8.76663
H  -0.69354  1.41096  -7.91659
H  -0.29309  1.25304  -5.49998
H  2.59299  -0.38615  -5.35698
H  2.30758  -2.21351  -7.00361
H  0.35779  -3.73278  -6.83287
H  -1.32811  -3.37436  -5.07972
H  -4.49477  -1.33696  -2.41973
H  -6.46251  -0.87742  -3.80363
H  -6.20464  -0.39299  -6.21574
H  -3.94411  -0.37317  -7.22335
H  -1.97966  -0.82524  -5.85635
H  -3.78113  -3.53876  -3.21831
H  -3.80970  -5.90909  -2.55979
H  -1.87173  -6.90389  -1.40182
H  0.13430  -5.53001  -0.95340
H  0.17654  -3.14741  -1.62471
H  2.87080  -1.65749  -1.98353
H  4.56338  -1.87691  -0.18293
H  4.58985  -0.22864  1.66842
H  2.85441  1.50997  1.81031
H  -0.35189  0.09776  1.68174
H  -1.92841  0.04802  3.58956
H  -2.92519  2.15136  4.41069
H  -2.31069  4.29941  3.35215
H  -0.72936  4.33986  1.45632
H  1.64157  3.30548  2.57279
H  3.27070  5.03900  3.13109
H  4.28249  6.42825  1.35238
H  3.59494  6.09305  -1.00314
H  1.97010  4.33298  -1.57223
O  -0.67200  -1.79618  0.41548
N  -1.66088  -2.56774  0.81430
C  -1.44716  -3.58732  1.67983
C  -2.49108  -4.30621  2.20849
C  -3.79514  -4.03496  1.81969
C  -3.98483  -3.06675  0.84450
C  -2.91303  -2.35227  0.36542
H  -0.41616  -3.79818  1.90533
H  -2.27635  -5.09163  2.91979
H  -4.63413  -4.55610  2.25606
H  -4.96929  -2.85945  0.44992
H  -3.00018  -1.57829  -0.37582
F  -3.12192  1.73151  0.46402
B  -2.73154  0.87030  -0.47214
F  -3.82765  0.29196  -1.03139
C  4.46456  1.49288  4.33225
Si  4.53799  -0.31789  4.87317
C  5.98240  -1.22642  4.03948
C  4.75918  -0.33405  6.75302
Si  2.53801  -1.58794  4.53357
Te  1.53838  -1.81717  2.25966
Si  3.02887  -3.96538  4.70863
C  1.34413  -4.75939  5.04355
C  3.77898  -4.69139  3.13240
C  4.19922  -4.22322  6.16424
Si  0.79465  -0.86801  5.99449
C  0.67614  1.00455  5.76031
C  1.15810  -1.22813  7.81172
C  -0.83009  -1.72509  5.52838
H  5.27388  2.04998  4.80918
H  3.52306  1.95624  4.63409
H  4.57121  1.62269  3.25406
H  6.55377  -1.79898  4.77179
H  6.66897  -0.52073  3.56830
H  5.64400  -1.92293  3.27046
H  5.77247  -0.02842  7.02124
H  4.58466  -1.32223  7.18289
H  4.06899  0.36475  7.22969
H  0.66555  -4.60442  4.20132
H  0.87846  -4.32167  5.92807
H  1.43323  -5.83476  5.21125
H  3.07409  -4.65431  2.29912
H  4.05386  -5.73682  3.28615
H  4.67998  -4.15704  2.82590
H  3.72621  -3.94436  7.10732
H  5.11497  -3.63982  6.06039
H  4.48423  -5.27512  6.23579
H  1.57956  1.49902  6.12465
H  -0.16964  1.41742  6.31432
H  0.54291  1.27413  4.71102
H  1.98325  -0.61910  8.18278
H  1.41772  -2.27517  7.97887
H  0.27984  -1.00304  8.41994
H  -0.88365  -1.92867  4.45597
H  -1.69002  -1.10966  5.79864
H  -0.93385  -2.68090  6.04493

Its molecular weight is 1501.0 g/mol. As for the spin multiplicity: 6. The total charge is +1. The value obtained for the highest occupied orbital energy (spin up / spin down) is -6.545 / -9.989 eV. As for the electronic energy: -7744.77989 a.u. The orbital gap (spin up / spin down) comes out at 4.4995 / 5.0311 eV. The expectation value of S² is 8.7759.


A structure of composition C68H88N3O3PSeV at a distorted geometry. Source: the OMol25 dataset; level of theory: ωB97M-V/def2-TZVPD.

CARTESIAN COORDINATES (ANGSTROEM)
V  -0.88432  -0.04259  0.61695
C  4.59945  -5.74719  -1.78826
C  4.48434  -4.22600  -1.89355
C  5.76454  -3.60939  -1.30821
C  4.39147  -3.85965  -3.38243
C  3.26971  -3.67786  -1.15152
C  3.02930  -2.30953  -1.13381
C  1.95225  -1.76639  -0.47106
Se  1.79095  0.14608  -0.48676
C  3.22876  0.59925  0.69923
C  4.49517  0.79273  0.19054
C  5.57799  1.09476  1.01365
C  5.29207  1.22501  2.37210
C  4.03624  1.07400  2.93762
C  2.90615  0.73171  2.09991
O  1.72610  0.55355  2.50595
C  3.94712  1.24110  4.46323
C  4.79337  0.14934  5.13855
C  2.53768  1.14860  5.05203
C  4.50400  2.61743  4.86805
C  6.97017  1.26678  0.41590
C  6.97245  2.44015  -0.57549
C  7.38155  -0.01138  -0.33035
C  8.03135  1.55047  1.48157
C  0.98575  -2.55804  0.22268
O  -0.03521  -2.04007  0.80068
C  1.26148  -3.96411  0.24510
C  2.36413  -4.46071  -0.44567
C  0.42376  -5.00299  1.01264
C  1.33231  -5.75312  2.00449
C  -0.17606  -6.01538  0.02172
C  -0.72939  -4.42512  1.83656
H  5.48201  -6.08704  -2.33653
H  3.72585  -6.24419  -2.21312
H  4.70296  -6.06750  -0.75034
H  6.65229  -4.00660  -1.81015
H  5.83887  -3.82583  -0.24173
H  5.76763  -2.52498  -1.41966
H  5.29033  -4.17895  -3.91926
H  4.28234  -2.78316  -3.51219
H  3.52606  -4.34271  -3.83976
H  3.70378  -1.62906  -1.64424
H  4.63702  0.68238  -0.88069
H  6.11110  1.45207  3.04517
H  4.41315  -0.83706  4.86958
H  4.75287  0.24985  6.22801
H  5.83858  0.20257  4.82863
H  2.07845  0.18647  4.85258
H  1.87497  1.90042  4.62786
H  2.60962  1.30396  6.13575
H  5.55208  2.73762  4.58981
H  4.42525  2.75342  5.95117
H  3.93405  3.41003  4.38053
H  6.25294  2.27390  -1.37678
H  7.96205  2.57084  -1.02561
H  6.69493  3.36556  -0.06822
H  6.68148  -0.23585  -1.13539
H  7.38615  -0.86545  0.34853
H  8.37955  0.09497  -0.76770
H  7.81601  2.47315  2.02261
H  9.01165  1.65651  1.00879
H  8.09128  0.73786  2.20737
H  2.52373  -5.53162  -0.41828
H  2.14347  -6.28172  1.50315
H  0.74866  -6.48713  2.56839
H  1.77584  -5.05046  2.71115
H  0.59815  -6.54892  -0.53150
H  -0.80943  -5.50405  -0.70500
H  -0.78415  -6.75463  0.55282
H  -0.38037  -3.67497  2.54237
H  -1.20809  -5.24312  2.38751
H  -1.47421  -3.94201  1.20946
C  0.16584  7.02146  0.15079
C  -1.18794  6.32774  -0.00836
C  -1.69911  6.60436  -1.42829
C  -2.16376  6.93349  1.00986
C  -1.09300  4.82083  0.22173
C  0.10184  4.18640  0.64583
C  0.12067  2.81720  0.78029
N  -0.93213  2.02661  0.54722
C  -2.13610  2.62566  0.24712
C  -2.19320  4.02757  0.04169
C  -3.24766  1.76626  0.18642
C  -4.59841  2.19448  0.04029
C  -5.63493  1.30724  0.10276
C  -5.31117  -0.06351  0.29849
C  -3.98408  -0.41853  0.40401
N  -2.96884  0.43445  0.34378
C  -7.09867  1.72900  0.03473
C  -7.84606  0.88628  -1.00668
C  -7.73838  1.49914  1.41120
C  -7.26293  3.20200  -0.33961
H  0.06078  8.08667  -0.06899
H  0.90839  6.60438  -0.52981
H  0.54736  6.92382  1.16739
H  -1.75470  7.68172  -1.60940
H  -2.69120  6.18169  -1.58504
H  -1.02854  6.16430  -2.16783
H  -2.23097  8.01762  0.88013
H  -1.83047  6.72636  2.02779
H  -3.16169  6.51080  0.89377
H  1.00892  4.73231  0.85182
H  1.01314  2.30497  1.11444
H  -3.13418  4.46236  -0.26780
H  -4.78781  3.24929  -0.08910
H  -6.06835  -0.83106  0.36914
H  -3.71307  -1.45284  0.55999
H  -7.81604  -0.17385  -0.76060
H  -7.40114  1.01179  -1.99334
H  -8.89412  1.19274  -1.05817
H  -7.66665  0.45212  1.70542
H  -8.79444  1.78269  1.39538
H  -7.22907  2.09280  2.17108
H  -6.79937  3.41735  -1.30363
H  -6.81412  3.85679  0.40833
H  -8.32520  3.44857  -0.40670
N  -0.90726  -0.47070  -1.28286
P  -1.73118  -0.68038  -2.54215
C  -2.77960  0.73989  -3.06374
C  -4.13934  0.73749  -3.35045
C  -4.78906  1.92162  -3.67708
C  -4.09278  3.12089  -3.69746
C  -2.74006  3.13750  -3.37880
C  -2.09334  1.95731  -3.06422
C  -2.79141  -2.17784  -2.57418
C  -3.62419  -2.55453  -3.62776
C  -4.35296  -3.73092  -3.55791
C  -4.23749  -4.55266  -2.44149
C  -3.37959  -4.20241  -1.40711
C  -2.65327  -3.02315  -1.47442
C  -0.70869  -0.97627  -4.03215
C  -1.09787  -0.64002  -5.32604
C  -0.27658  -0.93594  -6.40398
C  0.94424  -1.56327  -6.19290
C  1.34356  -1.88810  -4.90164
C  0.52316  -1.59449  -3.82494
H  -4.70826  -0.18276  -3.30094
H  -5.84911  1.90735  -3.90485
H  -4.60581  4.04447  -3.94192
H  -2.19431  4.07286  -3.35504
H  -1.04638  1.96934  -2.77875
H  -3.69922  -1.93254  -4.51235
H  -5.00661  -4.01106  -4.37550
H  -4.80518  -5.47488  -2.38625
H  -3.26643  -4.85259  -0.54710
H  -1.95375  -2.74320  -0.69173
H  -2.04003  -0.13064  -5.49271
H  -0.58446  -0.66650  -7.40787
H  1.59033  -1.79007  -7.03362
H  2.30004  -2.36530  -4.72739
H  0.83636  -1.82207  -2.81124
C  -2.82551  0.77712  3.92318
C  -2.02182  -0.48148  3.55224
C  -0.97296  -0.76505  4.63482
C  -2.96859  -1.68409  3.41271
O  -1.36109  -0.25447  2.36798
H  -3.30130  0.67490  4.90476
H  -3.60020  0.96404  3.17675
H  -2.15445  1.63811  3.94377
H  -1.43366  -1.01233  5.59661
H  -0.32892  0.10460  4.75376
H  -0.34173  -1.58996  4.30660
H  -3.23720  -2.09719  4.38957
H  -2.47150  -2.46013  2.83089
H  -3.88748  -1.39801  2.90026

Its molecular weight is 1156.3 g/mol. As for the spin multiplicity: 2. The total charge is -2. The value obtained for the highest occupied orbital energy (spin up / spin down) is 0.191 / 0.241 eV. As for the electronic energy: -6720.87625 a.u. The orbital gap (spin up / spin down) comes out at 3.6252 / 3.5752 eV. The expectation value of S² is 0.7719.